The following is a quantum chemistry calculation of C45H48N3OS2Sb2Tl as an isolated structure, from OMol25.

The geometry in XYZ format:
```
102
Properties=species:S:1:pos:R:3:forces:R:3:mulliken_charge:R:1
Tl -1.1171 1.0543 -0.4902 0.015 -0.136 0.082 1.091
C 3.3445 -2.4368 1.2948 -0.052 0.000 -0.018 -1.133
C 2.4939 -3.7001 1.4080 -0.087 -0.052 -0.048 -0.450
C 1.7129 -4.0299 0.1301 0.030 0.030 0.154 -1.228
Sb 0.1901 -2.5700 -0.2210 0.193 0.190 -0.182 1.097
C -0.9511 -3.3869 -1.7929 -0.135 -0.194 0.023 0.162
C -0.4298 -4.3805 -2.6150 -0.038 0.065 -0.095 -0.511
C -1.2432 -4.9689 -3.5754 0.048 0.018 0.000 -0.577
C -2.5645 -4.5668 -3.7094 -0.018 -0.004 -0.024 -0.640
C -3.0802 -3.5699 -2.8917 -0.003 0.053 -0.006 -0.414
C -2.2722 -2.9719 -1.9360 -0.005 -0.034 -0.017 -0.357
C -1.0090 -2.9074 1.4688 -0.055 -0.006 -0.021 0.658
C -1.1679 -1.9150 2.4278 -0.112 -0.078 -0.022 0.636
C -1.9554 -2.1510 3.5467 0.006 -0.008 -0.009 -0.740
C -2.5775 -3.3806 3.7024 -0.002 0.035 0.045 -0.840
C -2.4193 -4.3743 2.7442 0.013 -0.035 -0.055 -0.767
C -1.6380 -4.1415 1.6221 -0.091 0.003 0.079 -0.807
Sb 2.1818 -0.6387 1.2161 0.144 -0.003 -0.105 1.124
C 3.6172 0.7039 0.4682 -0.006 0.004 0.038 0.588
C 3.3106 1.6270 -0.5218 0.021 0.033 -0.054 -0.330
C 4.2893 2.5065 -0.9638 -0.036 -0.019 -0.013 -0.825
C 5.5622 2.4606 -0.4173 0.000 0.017 -0.022 -0.572
C 5.8661 1.5377 0.5733 0.026 -0.042 0.040 -0.825
C 4.8955 0.6540 1.0208 0.026 0.071 -0.042 -0.293
C 2.0155 -0.1188 3.2464 0.043 0.064 0.059 0.546
C 1.5598 -1.0472 4.1784 0.007 0.030 0.076 -0.258
C 1.4822 -0.6911 5.5166 -0.012 0.002 -0.020 -0.743
C 1.8457 0.5883 5.9158 -0.015 -0.003 0.027 -0.620
C 2.2807 1.5163 4.9818 0.002 0.044 -0.041 -0.654
C 2.3631 1.1701 3.6396 -0.033 0.018 0.046 -0.711
H 3.9504 -2.4510 0.3866 0.026 0.014 0.010 0.496
H 4.0151 -2.3139 2.1454 -0.017 -0.083 0.028 0.554
H 1.7919 -3.6101 2.2433 0.004 -0.049 0.024 0.068
H 3.1369 -4.5463 1.6605 0.033 -0.006 -0.076 0.552
H 1.1862 -4.9810 0.2271 0.017 -0.010 -0.011 0.547
H 2.3612 -4.0834 -0.7447 0.057 -0.007 0.020 0.571
H 0.5985 -4.7065 -2.5192 0.011 -0.016 0.031 0.440
H -0.8455 -5.7489 -4.2105 0.000 -0.011 -0.009 0.445
H -3.1968 -5.0361 -4.4509 -0.010 -0.010 -0.007 0.415
H -4.1123 -3.2614 -2.9953 -0.003 0.000 -0.004 0.434
H -2.6847 -2.2021 -1.2905 0.013 -0.002 0.002 0.244
H -0.6923 -0.9502 2.3063 -0.021 -0.074 -0.034 -0.503
H -2.0835 -1.3747 4.2908 0.004 -0.005 0.015 0.525
H -3.1909 -3.5680 4.5734 -0.009 -0.002 0.007 0.429
H -2.9087 -5.3307 2.8694 -0.005 -0.008 0.006 0.440
H -1.5360 -4.9182 0.8720 0.009 0.013 -0.001 0.463
H 2.3148 1.6791 -0.9441 -0.019 0.001 0.007 0.378
H 4.0527 3.2318 -1.7304 0.003 0.019 -0.015 0.458
H 6.3226 3.1475 -0.7621 0.018 0.019 -0.007 0.416
H 6.8590 1.5057 1.0011 0.010 0.002 0.002 0.425
H 5.1439 -0.0539 1.8028 -0.013 -0.010 0.003 0.380
H 1.2535 -2.0415 3.8776 0.042 -0.032 -0.005 0.285
H 1.1403 -1.4108 6.2471 -0.008 -0.035 0.025 0.474
H 1.7885 0.8620 6.9604 0.000 0.004 0.023 0.418
H 2.5600 2.5127 5.2960 0.004 0.020 0.003 0.447
H 2.6924 1.9038 2.9131 0.024 0.002 -0.008 0.420
S 0.4158 3.4488 0.8903 -0.137 0.080 -0.090 -0.035
C 0.4724 5.1146 0.6423 0.185 -0.109 0.065 -0.237
N -0.6286 5.7779 0.1754 -0.164 -0.029 -0.003 0.054
C -0.6716 7.1142 -0.0206 0.089 0.049 0.021 -0.026
C 0.4371 7.8509 0.2468 -0.079 -0.081 -0.015 -0.754
C 1.5550 7.1331 0.7173 0.041 0.115 -0.005 0.092
N 1.5822 5.8368 0.9067 -0.030 -0.061 -0.021 -0.472
H -1.4516 5.2158 0.0049 0.042 0.009 0.006 0.165
H -1.6055 7.5192 -0.3823 -0.002 0.016 -0.004 0.431
H 0.4546 8.9190 0.1098 0.013 0.032 -0.003 0.394
H 2.4730 7.6616 0.9490 0.015 0.023 0.005 0.434
C -1.3251 1.5610 3.3283 -0.032 -0.022 0.025 -0.195
C -2.6624 1.2895 2.7563 -0.019 -0.093 0.004 0.354
C -3.9248 1.4445 3.4359 0.024 0.016 -0.034 -1.154
C -4.8818 1.0715 2.5476 0.023 -0.005 0.023 -0.930
C -4.1874 0.6885 1.3470 0.027 -0.100 -0.022 0.448
C -4.7956 0.1580 0.1067 -0.001 0.021 -0.013 -0.858
N -2.8503 0.8323 1.4964 0.019 0.185 0.000 0.410
H -1.3287 1.4699 4.4143 -0.030 -0.006 -0.002 0.371
H -1.0072 2.5762 3.0798 0.028 0.045 0.000 0.337
H -0.5736 0.8826 2.9234 0.037 0.125 0.009 -0.351
H -4.0482 1.7833 4.4510 -0.007 0.016 0.043 0.549
H -5.9491 1.0414 2.6857 -0.059 -0.009 0.014 0.540
H -5.8332 -0.1213 0.2715 -0.023 -0.016 -0.007 0.432
H -4.2371 -0.7117 -0.2449 -0.020 -0.001 0.003 0.061
H -4.7558 0.8986 -0.6960 0.014 0.006 0.001 0.198
C 2.8212 -0.2942 -5.6226 0.023 -0.006 -0.004 -1.478
C 1.4046 -0.1792 -5.1410 -0.006 -0.021 -0.002 0.746
C 0.4984 -1.2173 -5.3200 -0.014 -0.010 0.012 -0.738
C -0.8166 -1.1030 -4.8867 0.099 0.061 0.031 -0.628
C -1.2274 0.0721 -4.2806 0.127 -0.015 -0.071 0.392
C -0.3379 1.1255 -4.0845 -0.038 -0.078 -0.003 -0.558
C 0.9680 0.9905 -4.5115 0.007 0.009 0.022 -0.734
S -2.8986 0.1743 -3.7122 -0.150 -0.065 0.213 0.518
C -3.5520 1.3586 -4.8729 0.084 0.078 -0.090 -1.215
O -2.8571 0.9186 -2.3911 -0.023 0.054 0.057 -0.643
H 3.0555 -1.3119 -5.9276 0.009 -0.010 -0.010 0.379
H 3.5262 0.0044 -4.8466 0.009 0.009 0.012 0.326
H 2.9863 0.3590 -6.4806 0.002 0.005 -0.010 0.347
H 0.8231 -2.1319 -5.7985 0.008 -0.023 -0.020 0.383
H -1.5085 -1.9243 -5.0138 -0.062 -0.069 0.006 0.436
H -0.6686 2.0334 -3.5949 -0.018 0.034 -0.018 0.664
H 1.6666 1.8052 -4.3659 0.019 0.024 0.003 0.508
H -2.9295 2.2521 -4.8732 -0.024 0.003 0.011 0.337
H -4.5645 1.5891 -4.5519 -0.049 0.012 -0.006 0.456
H -3.5652 0.8974 -5.8592 -0.002 0.006 -0.035 0.416
```
Positions in Å, forces in eV/Å.

Calculated values
Orbital gap (alpha / beta): 5.893 / 6.306 eV
Total charge: +2
Relative energy (zero: lowest compared OMol25 entry of this formula, charge and spin): 38.1 kJ/mol
HOMO energy (alpha / beta): -12.67 / -12.10 eV